[1]
ORCA calculation (ωB97M-V with the def2-TZVPD basis set) on an isolated molecule of C5H10.

frontier orbital gap = 7.74 eV
relative energy (zero: lowest compared OMol25 entry of this formula, charge and spin) = 551.6 kJ/mol
M = 70.1 g mol⁻¹
E = -196.298311 Ha
multiplicity = 1

Last column: Mulliken charge in e.
CARTESIAN COORDINATES (ANGSTROEM)
C -1.19111 1.10342 1.17152  -0.99
C -1.34397 0.13312 0.01832  -0.45
C 0.66332 -0.89285 0.23725  -0.54
C 1.53836 -0.76790 -0.93906  -0.38
C 0.15104 -0.07260 -1.08026  -0.27
H -2.23343 1.37615 1.41696  0.33
H -0.72776 0.76075 2.11869  0.30
H -0.70001 2.04160 0.86851  0.26
H -1.66955 -0.84737 0.39395  0.19
H 0.91954 -0.31962 1.12361  0.28
H 0.23988 -1.87294 0.43651  0.29
H 1.67657 -1.64575 -1.56753  0.25
H 2.39904 -0.10455 -0.88939  0.25
H -0.40361 -0.53499 -1.88510  0.23
H 0.30116 0.99759 -1.15746  0.24

Cartesian forces, eV/Å:
C 0.1 0.0 -0.1
C -0.2 0.0 0.6
C 0.1 -0.1 0.2
C 0.2 -0.1 0.1
C 0.0 0.2 -0.5
H 0.3 -0.1 -0.1
H -0.1 0.0 -0.2
H -0.1 -0.2 0.0
H 0.1 0.1 -0.1
H -0.2 -0.1 -0.2
H 0.0 0.3 -0.1
H 0.0 0.2 0.2
H -0.2 -0.1 0.1
H 0.1 0.1 0.1
H -0.1 -0.1 -0.1

***

[2]
ORCA calculation (ωB97M-V with the def2-TZVPD basis set) on C22H35NO2P2S2Ti as an isolated structure at a distorted geometry.

frontier orbital gap (alpha / beta) = 4.86 / 4.99 eV
relative energy (zero: lowest compared OMol25 entry of this formula, charge and spin) = 458.6 kJ/mol
M = 519.5 g mol⁻¹
E = -3392.791902 Ha
<S²> = 2.011
multiplicity = 3

Last column: Mulliken charge in e.
CARTESIAN COORDINATES (ANGSTROEM)
P -0.60239 -2.41563 -2.08661  1.22
P -0.36102 1.16071 -2.86673  1.17
C -0.78803 -1.48175 -3.75539  -1.35
C -0.06997 -0.14798 -4.09771  -0.87
H -1.86928 -1.36652 -3.91666  0.47
H -0.41810 -2.18359 -4.52514  0.53
H 1.02442 -0.26926 -4.27565  0.49
H -0.49794 0.23153 -5.06113  0.41
C -1.95675 1.91986 -3.37809  -1.55
H -2.24208 2.65074 -2.60926  0.36
H -2.74195 1.15706 -3.46788  0.36
H -1.87304 2.46653 -4.33961  0.43
C 0.71329 2.54127 -3.64791  -1.61
H 0.25850 2.89681 -4.58553  0.48
H 1.71975 2.17931 -3.89199  0.34
H 0.83080 3.42546 -3.01492  0.49
C -1.48016 -3.94588 -2.64594  -1.25
H -1.47561 -4.71157 -1.86290  0.32
H -1.00444 -4.39931 -3.53122  0.43
H -2.52543 -3.73170 -2.90096  0.39
C 1.10113 -2.90373 -2.69680  -1.72
H 1.67872 -1.98533 -2.89265  0.29
H 0.97766 -3.45122 -3.64634  0.54
H 1.64048 -3.56966 -2.01349  0.55
Ti -0.90082 -1.97125 0.40147  -0.12
C 1.93420 3.21450 1.13832  -0.43
C 0.75424 3.75073 0.75843  -0.68
C -0.29565 3.07006 -0.10032  -0.65
C -0.52916 1.60229 0.25320  -0.24
C -0.02112 0.64534 -0.81062  1.62
C 1.40195 0.51534 -1.01625  -0.49
C 2.30348 1.61096 -0.91298  -0.95
C 2.60079 1.99701 0.57538  -0.15
C 0.35952 -3.49151 0.65452  -1.05
H 2.42539 3.51761 2.06855  0.36
H 0.44251 4.75282 1.07823  0.37
H -0.13191 3.25669 -1.17669  0.10
H -1.23324 3.56128 0.20484  0.51
H -0.09503 1.38266 1.24854  -0.34
H -1.58367 1.41008 0.48540  0.71
H -0.76710 -0.34588 -0.76508  -0.70
H 1.77230 -0.45282 -1.28965  -0.02
H 1.88676 2.40151 -1.54353  -0.05
H 3.30750 1.42758 -1.32727  0.46
H 2.34462 1.11922 1.19340  -0.05
H 3.66939 2.13610 0.68025  0.51
H 0.83790 -3.30789 -0.32082  0.15
H 0.07391 -4.52701 0.82020  0.24
H 0.91891 -3.04941 1.49703  0.36
O 0.99599 1.06884 2.80024  -0.55
S 0.93898 -0.32693 3.26317  0.90
O 2.14652 -1.06680 3.37483  -0.68
N -0.23821 -1.14325 2.34487  0.03
C -1.40747 -1.27295 3.02426  0.79
S -2.67899 -1.83739 2.02948  -0.61
C -1.31456 -0.90456 4.41511  0.06
C -2.24969 -1.00976 5.43601  -0.55
C -1.97442 -0.56357 6.73234  -0.64
C -0.74315 0.09343 6.96613  -0.48
C 0.25969 0.15029 5.99225  -0.66
C -0.05432 -0.35697 4.72646  0.28
H -3.20475 -1.48092 5.15451  0.39
H -2.66009 -0.76050 7.53720  0.42
H -0.58372 0.54499 7.93069  0.40
H 1.25401 0.57390 6.18842  0.46

Cartesian forces, eV/Å:
P 0.6 -0.7 -3.0
P -1.6 2.7 -0.9
C -0.5 0.0 -0.2
C 0.1 -0.5 0.0
H 0.2 0.1 -0.1
H -0.5 0.0 0.4
H -0.8 0.0 0.3
H 0.4 -0.2 0.8
C -0.4 0.2 -1.0
H 0.0 -0.3 -0.1
H 0.1 0.2 0.1
H -0.2 -0.3 0.3
C 0.3 -0.4 0.4
H -0.1 -0.5 0.3
H -0.2 0.0 0.2
H -0.1 -0.3 0.0
C -0.2 -0.3 -0.2
H 0.0 0.2 0.0
H -0.1 0.3 0.2
H 0.2 0.0 0.2
C 0.3 -0.3 0.4
H -0.1 -0.4 0.3
H 0.0 0.3 0.4
H 0.0 0.3 -0.1
Ti 0.0 1.6 -0.3
C -0.9 -0.1 0.3
C 0.9 0.0 0.0
C -0.3 0.9 0.6
C -0.5 0.2 -0.5
C 1.6 -2.4 1.1
C -2.8 -3.5 0.4
C 1.5 1.7 0.9
C -0.5 -0.1 -0.4
C 0.5 -0.7 0.5
H 0.0 0.8 -0.5
H 0.3 -0.5 0.5
H -0.3 -0.2 0.4
H 0.2 0.2 -0.5
H 0.4 0.0 -1.1
H -0.2 0.2 -0.6
H 2.2 2.5 -0.8
H 0.1 -0.5 -0.2
H 0.4 0.7 0.6
H -0.5 -0.4 -0.2
H 0.3 0.5 -0.4
H 0.4 0.2 0.1
H 0.6 -0.5 0.7
H 0.3 -0.1 -0.1
H 0.2 -0.7 -0.4
O 0.0 -2.1 1.3
S -1.7 1.6 -0.8
O 0.4 -0.3 0.0
N -0.5 0.7 1.3
C 1.7 -0.2 -2.4
S -0.8 0.1 1.2
C 0.8 1.0 1.8
C -0.9 -0.6 -0.2
C 1.2 0.3 -1.1
C -0.5 -0.6 -0.2
C -0.3 -0.1 -0.7
C -0.4 -0.1 0.7
H 0.4 0.2 0.5
H -0.2 0.3 0.1
H 0.2 -0.1 0.2
H -0.6 -0.1 0.0

***

[3]
ORCA calculation (ωB97M-V with the def2-TZVPD basis set) on C59H36F3I4LaN8O8 as an isolated structure at a distorted geometry.

total charge = -2
frontier orbital gap (alpha / beta) = 5.16 / 5.01 eV
M = 1688.5 g mol⁻¹
E = -4831.939732 Ha
multiplicity = 1

Last column: Mulliken charge in e.
CARTESIAN COORDINATES (ANGSTROEM)
La 0.15267 0.24690 -0.86781  3.20
I 7.57791 5.61575 4.92234  0.00
C 5.99373 4.55575 4.01619  0.08
C 5.44899 4.88643 2.79608  -0.66
C 4.36977 4.14328 2.35028  -0.11
C 3.87807 3.00464 3.05163  -0.21
C 4.48239 2.71438 4.30215  -0.80
C 5.50507 3.51594 4.77204  -0.62
C 2.72426 2.11086 2.47052  0.60
C 2.91742 1.56130 1.13951  0.54
C 3.94668 1.97165 0.21019  -1.43
C 4.03255 0.98849 -0.74912  -0.77
C 3.18353 -0.10135 -0.38283  0.37
C 3.17276 -1.41391 -0.96645  1.72
C 4.14550 -1.80156 -2.07503  -0.78
C 5.12745 -2.79970 -1.86443  -0.38
C 6.06327 -3.12947 -2.81806  -0.84
C 6.02595 -2.49516 -4.07336  -0.36
I 7.43917 -3.08587 -5.58126  -0.01
C 5.07668 -1.50007 -4.30958  -0.72
C 4.14936 -1.16403 -3.31608  0.33
C 2.34865 -2.43807 -0.39066  0.19
N 1.12349 -2.23024 0.21322  0.63
C 0.69856 -3.42339 0.71842  -0.56
C -0.50696 -3.74582 1.51493  1.13
C -0.98798 -5.17862 1.49454  0.20
C -1.47939 -5.81192 2.66091  -0.57
C -1.87210 -7.11944 2.66772  -0.73
C -1.95146 -7.83942 1.48758  -0.14
I -2.72111 -9.84332 1.58281  -0.01
C -1.53984 -7.26987 0.30201  -0.58
C -1.04978 -5.95482 0.29444  -0.23
C -1.23740 -2.84338 2.35045  0.56
C -2.55834 -3.08968 2.92302  -1.03
C -2.85194 -2.00466 3.68814  -1.69
C -1.75787 -1.04900 3.49126  0.54
N -0.75165 -1.64889 2.76764  -0.45
C -1.64860 0.27791 4.01266  0.59
C -0.35994 0.97318 4.17338  -0.50
C 0.39356 1.35599 5.31329  -1.18
C 1.55813 1.91217 4.83773  -0.81
C 1.64907 1.86274 3.37449  0.34
N 0.36286 1.37745 3.04312  0.07
C -2.91981 0.97907 4.32927  0.61
C -4.10454 0.64352 3.60263  -0.42
C -5.26353 1.40968 3.76284  -0.86
C -5.33846 2.38204 4.77388  -0.17
I -7.21132 3.36282 4.95551  -0.01
C -4.21630 2.67720 5.52746  -0.68
C -2.98812 2.06550 5.23008  -0.24
C 1.64004 -4.44924 0.32226  -1.79
C 2.64275 -3.85711 -0.38371  -1.40
N 2.38495 0.32192 0.70985  -0.44
H 5.81332 5.72216 2.22575  0.41
H 3.89726 4.48091 1.43270  0.58
H 4.27265 1.78509 4.85336  0.58
H 6.01557 3.26383 5.73608  0.24
H 4.58542 2.83402 0.25603  0.45
H 4.66591 1.03638 -1.62884  0.50
H 5.10922 -3.36455 -0.91240  0.51
H 6.86455 -3.84918 -2.61588  0.35
H 4.98977 -1.01309 -5.27292  0.46
H 3.44604 -0.36079 -3.56926  0.53
H -1.52966 -5.31260 3.62833  0.56
H -2.22719 -7.63470 3.57502  0.31
H -1.60055 -7.81242 -0.64581  0.36
H -0.67825 -5.59618 -0.66378  0.60
H -3.13586 -3.97948 2.80253  0.81
H -3.81516 -1.81544 4.15379  0.63
H 0.09090 1.15962 6.35117  0.56
H 2.40050 2.32875 5.37901  0.71
H -4.12118 -0.11520 2.80482  0.30
H -6.11234 1.28000 3.10143  0.39
H -4.29348 3.38637 6.34619  0.38
H -2.09476 2.43791 5.75276  0.43
H 1.53139 -5.50970 0.52758  0.53
H 3.46991 -4.33796 -0.91768  0.51
C -2.39187 3.94570 0.04221  -0.99
C -1.87699 3.87110 -1.31270  -0.17
N -0.99586 2.91653 -1.62903  0.48
C -0.48284 3.22071 -2.81584  -0.08
C -1.22784 4.29351 -3.39462  -0.26
N -2.03505 4.75888 -2.35898  -0.02
C -1.26109 4.87761 -4.77244  0.38
O -0.31393 4.52750 -5.59180  -0.57
O -2.20360 5.60476 -5.06180  -0.69
C 0.77108 2.44316 -3.25406  0.62
O 1.31262 2.80884 -4.35721  -0.91
O 1.19537 1.54186 -2.42598  -0.01
H -1.59590 3.66444 0.76070  -0.09
H -3.19293 3.18865 0.14434  0.20
H -2.78659 4.93664 0.31018  0.44
H -2.74427 5.51237 -2.44356  0.28
H 0.41263 3.89564 -5.18420  0.48
F 1.39107 -0.48403 -4.98665  -0.16
C 0.82523 -1.72291 -4.86517  0.64
F 1.62013 -2.59917 -5.55953  -0.30
F -0.39373 -1.67860 -5.53288  -0.27
C 0.60169 -2.13501 -3.36755  0.25
O 0.86470 -3.28572 -3.00554  -0.58
O -0.01879 -1.19356 -2.64147  0.04
O -0.25291 1.12473 1.84373  0.37
O 0.11719 2.11590 0.86986  -0.76
N -2.98108 -1.28538 0.45100  -0.63
C -2.19918 -0.42476 0.24766  -0.78
C -6.07903 0.69763 -5.58134  -1.40
C -4.88649 0.52734 -4.67305  1.30
C -4.99605 0.61965 -3.27037  -0.98
C -3.84172 0.44574 -2.50335  -0.22
N -2.64266 0.34234 -3.02675  0.34
C -2.51185 0.27521 -4.37070  -0.40
C -3.64224 0.25882 -5.21321  -1.09
H -6.88288 1.19603 -5.04572  0.37
H -6.50608 -0.25435 -5.97917  0.26
H -5.77089 1.33148 -6.42777  0.35
H -5.94147 0.87616 -2.72758  0.25
H -3.89224 0.41220 -1.40402  0.22
H -1.48198 0.21054 -4.70819  0.43
H -3.52450 -0.02045 -6.25551  0.41

Cartesian forces, eV/Å:
La -0.9 -0.1 3.1
I -0.1 0.1 -0.4
C 0.5 0.3 0.6
C -0.2 -0.1 0.3
C -0.7 -0.7 0.2
C -0.7 -0.3 -0.5
C -0.1 -0.6 -1.0
C 0.7 -0.7 1.1
C 1.2 0.8 -0.5
C -0.2 -1.3 0.9
C 0.0 -1.1 -0.7
C 0.9 1.0 0.2
C -1.4 0.7 0.7
C -0.5 0.0 0.7
C 0.1 0.2 0.7
C -0.6 0.0 0.9
C 0.6 0.0 -1.0
C -0.2 0.2 0.3
I -0.6 0.3 0.6
C 0.1 -0.6 0.0
C 0.0 0.4 -0.1
C -0.8 -0.2 -0.3
N 0.5 0.4 0.6
C -0.9 -0.1 0.2
C 0.8 0.2 -0.6
C -0.3 -0.1 -0.8
C 0.7 0.7 0.2
C -1.1 -1.4 0.4
C 0.0 -0.5 0.0
I 0.3 0.7 -0.2
C 0.1 0.2 -0.5
C 0.2 -0.1 0.9
C 1.2 0.4 -0.1
C 0.1 0.9 1.0
C -0.8 -0.4 -1.2
C 1.4 0.7 0.2
N -0.5 -0.1 0.0
C -0.9 -1.3 -0.2
C 0.9 0.8 -1.3
C -0.9 -0.5 -0.6
C 1.8 0.6 -1.5
C -2.1 -0.8 1.0
N 0.0 -1.1 1.6
C 0.0 0.1 -0.1
C -0.2 0.8 -0.2
C 0.4 0.0 0.5
C -0.1 -0.6 -0.8
I 0.5 -0.1 0.2
C 0.2 0.2 0.0
C -0.4 -0.2 0.2
C 0.3 -0.5 -0.2
C -0.1 -0.3 -0.3
N 1.3 0.4 -0.5
H 0.1 0.2 -0.1
H -0.1 -0.3 0.1
H -0.2 0.6 -0.4
H -0.7 0.2 -1.0
H -0.1 0.1 0.0
H 0.0 -0.1 0.2
H 0.3 0.7 -0.6
H -0.5 0.2 0.0
H 0.2 0.0 0.0
H 0.1 -0.4 0.4
H 0.3 0.2 -0.4
H 0.3 0.6 -0.3
H 0.0 0.2 0.4
H -0.2 0.4 0.3
H -0.4 -0.1 -0.2
H 0.4 -0.1 0.2
H 0.3 0.2 -0.7
H -0.5 -0.2 0.3
H 0.4 0.5 0.4
H 0.1 -0.3 0.1
H 0.2 0.1 -0.2
H -0.4 -0.4 -0.3
H 0.1 0.2 0.1
H -0.6 0.1 0.5
C -1.1 0.0 1.3
C 1.2 -0.3 -1.3
N -0.5 0.9 1.2
C -0.5 0.5 -2.0
C 1.7 -0.6 0.4
N -0.4 -1.0 0.1
C -1.1 0.0 1.6
O 1.2 -0.5 -0.4
O 0.7 -0.1 -0.2
C 0.5 0.5 -1.2
O -1.0 -0.8 2.0
O 0.0 2.4 -2.7
H -0.3 0.0 -0.5
H 0.2 0.4 0.2
H 0.0 -0.3 -0.2
H 1.0 -1.0 0.0
H -0.9 0.4 0.1
F -0.6 -1.2 0.0
C 0.1 0.2 -0.7
F -0.9 0.9 0.8
F 1.4 -0.1 0.7
C -1.8 -0.1 2.3
O -0.1 1.9 -1.0
O 1.9 -2.8 -3.1
O 0.6 0.1 -0.2
O -0.3 0.0 0.1
N 1.0 1.7 -0.3
C -1.5 -1.6 0.1
C -0.1 -0.2 -0.3
C -0.7 -0.3 0.9
C -0.3 0.3 -0.1
C -0.9 0.3 0.5
N 1.1 0.0 -0.9
C -1.0 -0.1 0.9
C 1.4 -0.2 0.5
H -0.1 0.1 0.0
H 0.5 0.5 0.3
H -0.3 -0.3 0.2
H 0.8 -0.4 -0.8
H 0.0 0.0 -0.5
H -0.3 -0.1 -0.2
H 0.0 0.4 -0.1

***

[4]
ORCA calculation (ωB97M-V with the def2-TZVPD basis set) on C6H11NO2 as an isolated structure at a distorted geometry.

frontier orbital gap = 9.07 eV
relative energy (zero: lowest compared OMol25 entry of this formula, charge and spin) = 597.6 kJ/mol
M = 129.2 g mol⁻¹
E = -440.259614 Ha
multiplicity = 1

Last column: Mulliken charge in e.
CARTESIAN COORDINATES (ANGSTROEM)
C -0.23451 -2.19095 0.98446  -0.94
C 2.00054 0.89644 0.54861  -1.17
C -1.58861 0.09968 -1.13443  -1.28
N -0.22946 -0.76648 1.19821  -0.12
C 0.80335 0.77042 -0.30211  0.42
C -0.33637 0.19778 -0.37962  0.49
C 0.76856 2.00152 -1.70990  0.03
O -1.23748 -0.40153 2.10472  -0.44
O 0.01669 2.18294 -2.62374  -0.45
H -2.08891 -0.76898 1.80694  0.31
H 1.68615 2.63757 -1.60210  0.25
H -1.23903 -2.53812 0.68129  0.33
H 0.48626 -2.41117 0.19950  0.31
H 0.01547 -2.72547 1.90872  0.29
H 1.72195 0.78420 1.59548  0.32
H 2.44167 1.88678 0.42559  0.41
H 2.74698 0.14113 0.30031  0.26
H -1.58501 0.81802 -1.95404  0.40
H -1.70034 -0.90010 -1.55925  0.28
H -2.44790 0.28630 -0.48862  0.29

Cartesian forces, eV/Å:
C -0.8 0.1 -0.1
C -0.2 0.0 0.3
C 0.1 0.0 -0.3
N 0.0 1.4 -2.1
C 0.2 4.2 -4.8
C -0.8 -3.6 5.0
C 1.3 -1.1 1.5
O -0.2 0.0 -0.2
O 0.2 -0.6 1.0
H 0.1 -0.1 -0.1
H -0.2 0.0 0.1
H 0.1 -0.2 -0.2
H 0.0 -0.1 0.0
H 0.1 0.2 -0.1
H 0.0 -0.1 -0.1
H 0.1 0.0 -0.2
H 0.0 0.0 0.0
H -0.1 0.0 0.1
H 0.0 0.0 0.0
H 0.1 0.1 0.1